C9H10N3 | ωB97M-V with the def2-TZVPD basis set

Computed properties:
orbital gap (alpha / beta)	7.4 / 7.4	eV
max |F|	4.46	eV/Å
ΔE to the lowest compared entry with this formula, charge and spin	98.0	kcal/mol
net charge	+1

Positions of all 22 atoms, in Å:
C (-3.047, 0.607, 0.065)
C (-2.824, -0.774, 0.300)
C (-1.981, 1.392, -0.254)
C (-1.676, -1.384, -0.055)
C (-0.713, 0.751, -0.462)
C (-0.608, -0.680, -0.661)
C (3.003, -0.611, 0.333)
C (1.796, 0.140, 0.759)
C (1.701, 1.030, -0.479)
N (0.389, 1.510, -0.633)
N (0.395, -1.122, -1.347)
N (1.855, -0.407, -0.567)
H (-3.998, 0.966, 0.256)
H (-3.645, -1.443, 0.671)
H (-2.162, 2.506, -0.309)
H (-1.677, -2.517, 0.037)
H (3.830, -0.070, 0.263)
H (3.262, -1.542, 0.726)
H (1.080, -0.094, 1.451)
H (2.338, 1.811, -0.725)
H (0.139, 2.455, -0.455)
H (0.699, -2.078, -1.472)



C39H30IO6P | ωB97M-V with the def2-TZVPD basis set

Computed properties:
orbital gap	7.0	eV
max |F|	3.75	eV/Å
net charge	0

Positions of all 77 atoms, in Å:
C (5.585, 2.738, -0.492)
C (4.067, 3.214, -0.677)
I (2.808, 1.888, 0.506)
C (3.845, 4.787, -0.337)
C (2.440, 5.163, -1.021)
C (2.389, 5.658, -2.348)
C (0.935, 5.957, -2.962)
O (0.724, 6.863, -3.787)
C (-0.212, 4.955, -2.457)
C (-0.163, 4.453, -1.140)
P (-1.500, 3.235, -0.614)
C (-0.786, 1.523, -1.107)
C (-1.770, 3.231, 1.258)
C (1.055, 4.944, -0.234)
O (0.983, 5.118, 1.000)
H (5.747, 1.845, -1.192)
H (6.312, 3.581, -0.706)
H (5.679, 2.309, 0.565)
H (3.736, 3.094, -1.771)
H (4.698, 5.408, -0.788)
H (3.790, 4.957, 0.791)
H (3.342, 5.809, -2.949)
H (-1.027, 4.632, -3.176)
H (-0.046, 1.751, -1.956)
H (-0.167, 1.118, -0.245)
H (-1.580, 0.817, -1.498)
H (-0.824, 3.467, 1.853)
H (-2.070, 2.158, 1.547)
H (-2.655, 3.885, 1.565)
C (0.150, -1.994, -8.281)
C (-0.023, -0.797, -7.589)
C (-0.011, -0.789, -6.200)
C (0.163, -1.980, -5.496)
C (0.312, -3.182, -6.189)
C (0.316, -3.185, -7.584)
C (0.447, -4.461, -5.455)
O (0.581, -5.511, -6.059)
C (0.409, -4.445, -3.974)
C (0.478, -5.647, -3.269)
C (0.456, -5.640, -1.879)
C (0.375, -4.433, -1.188)
C (0.300, -3.234, -1.886)
C (0.308, -3.238, -3.282)
C (0.192, -1.958, -4.016)
O (0.117, -0.903, -3.411)
H (0.149, -1.998, -9.366)
H (-0.166, 0.130, -8.134)
H (-0.141, 0.147, -5.666)
H (0.445, -4.114, -8.128)
H (0.545, -6.590, -3.801)
H (0.505, -6.576, -1.333)
H (0.365, -4.428, -0.103)
H (0.232, -2.298, -1.343)
C (-0.087, -0.649, 2.610)
C (0.895, -1.073, 3.502)
C (0.545, -1.461, 4.790)
C (-0.789, -1.414, 5.194)
C (-1.769, -0.966, 4.308)
C (-1.416, -0.594, 3.011)
C (-3.183, -0.864, 4.740)
O (-4.039, -0.476, 3.965)
C (-3.536, -1.233, 6.129)
C (-4.853, -1.088, 6.568)
C (-5.196, -1.444, 7.867)
C (-4.229, -1.955, 8.730)
C (-2.916, -2.096, 8.299)
C (-2.564, -1.726, 7.000)
C (-1.155, -1.847, 6.563)
O (-0.307, -2.289, 7.318)
H (0.186, -0.354, 1.602)
H (1.934, -1.104, 3.192)
H (1.313, -1.796, 5.479)
H (-2.176, -0.257, 2.314)
H (-5.611, -0.694, 5.900)
H (-6.220, -1.326, 8.207)
H (-4.500, -2.240, 9.741)
H (-2.166, -2.490, 8.977)



C14H26CeNO2PSi | ωB97M-V with the def2-TZVPD basis set

Computed properties:
orbital gap (alpha / beta)	5.3 / 5.3	eV
max |F|	4.07	eV/Å
net charge	0

Positions of all 46 atoms, in Å:
Ce (-0.269, 0.223, 1.844)
Si (1.951, 0.349, -0.296)
P (0.208, 0.499, -1.744)
N (-0.508, -1.601, 0.920)
H (-0.456, 2.143, 2.603)
C (-1.598, 0.458, -1.549)
H (-2.045, 0.528, -2.554)
H (-1.956, 1.292, -0.932)
H (-1.914, -0.482, -1.077)
C (0.503, 1.994, -2.738)
H (-0.099, 1.925, -3.656)
H (1.563, 2.085, -3.013)
H (0.204, 2.893, -2.181)
C (0.490, -0.899, -2.872)
H (-0.030, -0.697, -3.819)
H (0.094, -1.822, -2.428)
H (1.561, -1.037, -3.065)
C (2.813, 1.967, 0.103)
H (2.794, 2.161, 1.184)
H (2.388, 2.825, -0.435)
H (3.864, 1.846, -0.205)
H (1.708, -0.435, 1.000)
H (2.957, -0.484, -1.011)
C (-0.417, -2.894, 0.537)
C (-1.432, -5.101, 0.320)
C (-1.534, -3.765, 0.687)
C (0.792, -3.414, -0.012)
C (0.869, -4.748, -0.388)
C (-0.231, -5.592, -0.217)
H (-2.288, -5.757, 0.448)
H (-2.444, -3.328, 1.103)
H (1.633, -2.719, -0.114)
H (1.796, -5.132, -0.818)
H (-0.158, -6.639, -0.502)
C (-1.326, 2.601, 1.834)
O (-1.892, 1.469, 1.205)
C (-2.365, 3.292, 2.713)
H (-1.925, 4.192, 3.155)
H (-2.673, 2.623, 3.521)
H (-3.255, 3.575, 2.129)
C (-0.618, 3.557, 0.876)
H (-1.092, 3.598, -0.116)
H (0.441, 3.293, 0.746)
H (-0.637, 4.561, 1.317)
O (2.737, 0.257, 4.081)
C (1.795, 0.339, 3.415)



C5H11O2 | ωB97M-V with the def2-TZVPD basis set

Computed properties:
orbital gap	7.5	eV
max |F|	5.17	eV/Å
ΔE to the lowest compared entry with this formula, charge and spin	39.7	kcal/mol
net charge	-1

Positions of all 18 atoms, in Å:
C (2.206, -0.229, 2.114)
C (2.298, 1.018, 1.214)
C (0.838, -0.506, 2.688)
H (3.104, -0.086, 2.938)
H (2.736, -1.110, 1.705)
H (2.969, 1.693, 1.652)
H (2.345, 0.820, 0.137)
H (0.213, -0.714, 1.755)
H (1.359, 1.569, 0.965)
H (0.468, 0.404, 3.079)
H (0.751, -1.353, 3.217)
C (-2.686, 0.469, -1.449)
C (-1.259, -0.185, -1.707)
O (-1.353, -1.290, -2.201)
O (-0.319, 0.486, -1.322)
H (-3.242, 0.100, -0.647)
H (-3.253, 0.205, -2.420)
H (-2.459, 1.501, -1.353)



C43H58N3O2SSeY | ωB97M-V with the def2-TZVPD basis set

Computed properties:
orbital gap	7.9	eV
max |F|	1.76	eV/Å
ΔE to the lowest compared entry with this formula, charge and spin	0.0	kcal/mol
net charge	0

Positions of all 109 atoms, in Å:
Y (-1.216, 1.759, -0.578)
C (1.964, -3.624, 4.688)
C (2.135, -2.118, 4.858)
C (3.595, -1.733, 4.564)
C (1.849, -1.737, 6.309)
C (1.159, -1.403, 3.907)
C (1.589, -0.538, 2.915)
C (0.694, 0.082, 2.071)
Se (1.412, 1.137, 0.651)
C (1.665, -0.244, -0.674)
C (2.842, -0.976, -0.463)
C (3.201, -1.983, -1.329)
C (2.340, -2.211, -2.413)
C (1.162, -1.520, -2.632)
C (0.819, -0.482, -1.749)
O (-0.299, 0.255, -1.900)
C (0.294, -1.976, -3.813)
C (0.741, -1.223, -5.070)
C (0.469, -3.484, -4.086)
C (-1.219, -1.752, -3.562)
C (4.509, -2.753, -1.170)
C (5.227, -2.369, 0.124)
C (5.438, -2.455, -2.367)
C (4.219, -4.271, -1.101)
C (-0.684, -0.156, 2.081)
O (-1.422, 0.448, 1.147)
C (-1.164, -1.015, 3.097)
C (-0.229, -1.607, 3.947)
C (-2.623, -1.415, 3.320)
C (-3.087, -0.905, 4.696)
C (-3.576, -0.886, 2.270)
C (-2.751, -2.930, 3.351)
H (2.650, -4.158, 5.344)
H (0.940, -3.865, 4.972)
H (2.139, -3.912, 3.678)
H (4.247, -2.282, 5.210)
H (3.811, -2.019, 3.498)
H (3.776, -0.658, 4.684)
H (2.620, -2.218, 6.927)
H (1.885, -0.657, 6.454)
H (0.880, -2.093, 6.658)
H (2.647, -0.329, 2.802)
H (3.444, -0.693, 0.400)
H (2.643, -3.031, -3.073)
H (1.744, -1.486, -5.349)
H (0.068, -1.410, -5.886)
H (0.735, -0.157, -4.874)
H (1.424, -3.682, -4.546)
H (0.370, -4.091, -3.192)
H (-0.299, -3.797, -4.806)
H (-1.460, -0.699, -3.462)
H (-1.781, -2.215, -4.376)
H (-1.527, -2.240, -2.634)
H (5.520, -1.330, 0.126)
H (4.602, -2.540, 1.001)
H (6.158, -2.926, 0.169)
H (5.654, -1.382, -2.438)
H (6.369, -2.982, -2.265)
H (4.984, -2.748, -3.312)
H (3.540, -4.483, -0.268)
H (3.738, -4.627, -2.019)
H (5.126, -4.807, -0.947)
H (-0.577, -2.270, 4.739)
H (-3.054, 0.190, 4.731)
H (-4.137, -1.205, 4.896)
H (-2.510, -1.294, 5.512)
H (-3.604, 0.196, 2.202)
H (-3.272, -1.275, 1.295)
H (-4.582, -1.260, 2.501)
H (-2.198, -3.379, 4.178)
H (-3.808, -3.188, 3.453)
H (-2.340, -3.367, 2.436)
N (-1.062, 4.064, 0.648)
C (-2.066, 3.611, 1.597)
C (-1.704, 3.163, 2.864)
C (-2.701, 2.826, 3.747)
C (-4.036, 2.931, 3.368)
C (-4.375, 3.267, 2.079)
C (-3.385, 3.557, 1.170)
C (-3.738, 3.894, -0.229)
C (-4.577, 5.004, -0.369)
C (-4.916, 5.432, -1.635)
C (-4.404, 4.763, -2.740)
C (-3.607, 3.626, -2.575)
C (-3.218, 3.151, -1.300)
H (-0.190, 4.388, 1.057)
H (-1.440, 4.771, 0.037)
H (-0.641, 3.047, 3.080)
H (-2.423, 2.508, 4.758)
H (-4.825, 2.729, 4.073)
H (-5.390, 3.324, 1.741)
H (-4.958, 5.544, 0.490)
H (-5.556, 6.286, -1.790)
H (-4.691, 5.143, -3.707)
H (-3.266, 3.120, -3.475)
C (1.089, 4.208, -5.807)
N (0.345, 4.328, -4.546)
C (0.263, 3.258, -3.712)
S (0.724, 3.486, -2.110)
N (-0.202, 2.099, -4.159)
C (-1.050, 1.994, -5.337)
H (1.601, 5.158, -6.000)
H (0.385, 4.010, -6.626)
H (1.819, 3.389, -5.729)
H (0.590, 5.125, -3.995)
H (-0.213, 1.320, -3.506)
H (-1.719, 2.876, -5.380)
H (-1.630, 1.081, -5.235)
H (-0.447, 1.967, -6.256)



C4H9NO2 | ωB97M-V with the def2-TZVPD basis set

Computed properties:
orbital gap	9.5	eV
max |F|	3.63	eV/Å
ΔE to the lowest compared entry with this formula, charge and spin	109.3	kcal/mol
net charge	0

Positions of all 16 atoms, in Å:
C (0.615, 0.171, 1.213)
C (-0.347, -0.785, 0.485)
C (1.905, -0.112, 1.395)
C (-1.680, -0.606, 0.420)
O (0.019, 1.185, 1.903)
H (-0.933, 0.968, 1.977)
H (0.058, -1.785, 0.346)
H (2.389, -0.934, 0.882)
H (2.528, 0.538, 2.001)
H (-2.301, -1.399, 0.013)
H (-2.148, 0.371, 0.431)
N (0.230, 0.007, -2.228)
O (-0.516, 1.226, -2.426)
H (-1.434, 0.904, -2.491)
H (1.072, 0.185, -2.781)
H (0.544, 0.064, -1.141)



no.,E_tot (eV)
1,-13953.152
2,-70601.639
3,-50615.452
4,-9458.306
5,-131327.124
6,-9875.323